{"formula": "C4H5N3O", "method": "the ωB97M-V functional and the def2-TZVPD basis", "species": ["C", "C", "C", "C", "H", "H", "H", "H", "H", "N", "N", "N", "O"], "positions_angstrom": [[-1.53291, 1.75506, -0.69728], [-0.00966, -0.19555, -0.28885], [1.45721, -1.61014, -0.02270], [0.99608, -1.37389, 1.33756], [-1.83242, 2.41096, -1.52017], [-0.21378, 1.16382, -2.16712], [2.49128, -2.01887, -0.32890], [1.42290, -1.51338, 2.48424], [-0.42289, 0.39143, 1.94689], [-0.51826, 0.96660, -1.09104], [0.73655, -1.01663, -1.02761], [-0.13485, -0.46804, 1.06057], [-2.43924, 1.50865, 0.31441]], "forces_ev_per_a": [[-5.9, -2.5, 3.6], [-1.3, 1.1, -2.8], [2.4, -1.6, 2.7], [0.5, 0.9, -1.6], [0.1, 0.7, 0.5], [-0.4, -1.3, 3.9], [-2.1, 0.0, 0.8], [-1.4, 0.1, -3.7], [0.9, -3.6, -4.2], [0.2, -0.4, -0.2], [0.0, 1.7, 3.2], [1.2, 3.4, 2.7], [5.8, 1.6, -4.9]], "mulliken_charge": [0.03, 0.25, -0.19, -0.29, 0.32, 0.34, 0.30, 0.27, 0.39, -0.12, -0.52, -0.20, -0.58], "smiles": "O=CNc1ncc[nH]1", "de_lowest_kcal_mol": 107.5, "charge": 0, "orbital_gap_ev": 8.862, "e_lumo_ha": 0.01288}